{
  "formula": "C22H18N8Ni",
  "method": "the ωB97M-V functional and the def2-TZVPD basis",
  "multiplicity": 1,
  "e_above_lowest_ev": 0.000,
  "e_lumo_ev": [-7.4, -7.4],
  "total_charge": 2,
  "gap_ha": [0.2551, 0.2551],
  "species": ["Ni", "C", "C", "N", "C", "C", "N", "C", "C", "C", "C", "C", "N", "C", "C", "N", "C", "C", "N", "C", "C", "C", "N", "C", "C", "H", "H", "H", "H", "H", "H", "H", "H", "H", "H", "H", "H", "C", "C", "N", "C", "C", "N", "H", "H", "H", "H", "H", "H"],
  "coordinates": [[-0.534, -0.069, 0.846], [2.592, 2.080, 2.738], [1.453, 1.817, 1.976], [1.009, 0.575, 1.843], [1.682, -0.419, 2.470], [2.795, -0.125, 3.235], [3.248, 1.119, 3.366], [1.134, -1.768, 2.220], [1.567, -2.978, 2.721], [0.903, -4.152, 2.340], [-0.181, -4.056, 1.455], [-0.559, -2.816, 0.990], [0.096, -1.719, 1.381], [-1.624, -2.479, 0.022], [-2.420, -3.378, -0.664], [-3.297, -2.981, -1.579], [-3.381, -1.684, -1.828], [-2.607, -0.752, -1.140], [-1.744, -1.150, -0.213], [1.339, -5.463, 2.856], [0.414, -6.465, 3.130], [0.875, -7.678, 3.621], [2.161, -7.938, 3.830], [3.043, -6.982, 3.560], [2.685, -5.730, 3.080], [2.963, 3.092, 2.835], [0.900, 2.608, 1.488], [3.339, -0.903, 3.757], [2.391, -3.025, 3.418], [-0.688, -4.951, 1.123], [-2.350, -4.443, -0.479], [-4.078, -1.363, -2.591], [-2.681, 0.308, -1.336], [-0.651, -6.309, 3.008], [0.178, -8.473, 3.858], [4.085, -7.224, 3.730], [3.457, -5.005, 2.854], [-3.233, 1.423, 2.014], [-2.414, 2.090, 0.968], [-1.312, 1.616, 0.398], [-0.873, 2.560, -0.516], [-1.727, 3.611, -0.496], [-2.684, 3.296, 0.441], [-2.623, 0.731, 2.593], [-4.062, 0.867, 1.572], [-3.651, 2.157, 2.702], [-0.007, 2.402, -1.137], [-1.740, 4.531, -1.053], [-3.460, 3.883, 0.709]],
  "nbo_charge": [1.0286, 0.0375, 0.0438, -0.4413, 0.1011, 0.0566, -0.2951, 0.2772, -0.2182, 0.0982, -0.2181, 0.2731, -0.5102, 0.1160, 0.0467, -0.2919, 0.0352, 0.0402, -0.4428, -0.0771, -0.2321, 0.0606, -0.3549, 0.0609, -0.2315, 0.2407, 0.2344, 0.2292, 0.2539, 0.2539, 0.2313, 0.2409, 0.2331, 0.2215, 0.2179, 0.2182, 0.2220, -0.6727, 0.4088, -0.5728, -0.1078, -0.0539, -0.4801, 0.2393, 0.2549, 0.2634, 0.2469, 0.2637, 0.4511]
}

{
  "formula": "C22H18NO6S2",
  "method": "the ωB97M-V functional and the def2-TZVPD basis",
  "multiplicity": 1,
  "e_lumo_ev": 0.7,
  "total_charge": -1,
  "gap_ha": 0.1447,
  "species": ["C", "C", "C", "C", "C", "C", "N", "O", "O", "C", "C", "H", "H", "H", "H", "H", "H", "H", "H", "C", "C", "C", "C", "C", "C", "S", "O", "O", "C", "C", "C", "C", "C", "C", "C", "C", "S", "O", "O", "H", "H", "H", "H", "H", "H", "H", "H", "H", "H"],
  "coordinates": [[-5.507, 0.408, 3.791], [-4.192, 0.350, 3.067], [-3.477, 1.537, 2.862], [-2.265, 1.563, 2.188], [-1.734, 0.371, 1.632], [-0.385, 0.248, 1.096], [0.636, 0.704, 1.944], [1.780, 0.183, 1.931], [0.391, 1.675, 2.718], [-2.550, -0.779, 1.675], [-3.705, -0.810, 2.449], [-5.782, -0.565, 4.200], [-5.474, 1.139, 4.604], [-6.293, 0.725, 3.093], [-3.848, 2.465, 3.295], [-1.710, 2.495, 2.100], [-0.127, -0.577, 0.441], [-2.163, -1.663, 1.154], [-4.222, -1.753, 2.601], [4.056, -4.581, -1.937], [3.592, -3.614, -1.052], [3.332, -2.336, -1.534], [3.473, -2.009, -2.860], [3.926, -2.984, -3.757], [4.263, -4.253, -3.281], [2.730, -0.419, -3.309], [3.770, 0.577, -3.481], [1.819, -0.740, -4.375], [1.856, -0.033, -1.772], [0.546, 0.393, -1.673], [0.043, 1.664, -1.181], [0.868, 2.547, -0.420], [0.273, 3.598, 0.275], [-1.078, 3.921, 0.072], [-1.872, 3.100, -0.749], [-1.319, 2.005, -1.388], [2.591, -1.059, -0.494], [1.548, -1.780, 0.200], [3.666, -0.329, 0.129], [4.238, -5.592, -1.583], [3.440, -3.824, 0.001], [3.980, -2.756, -4.819], [4.641, -5.009, -3.972], [-0.206, -0.231, -2.179], [1.950, 2.348, -0.345], [0.874, 4.186, 0.973], [-1.502, 4.823, 0.547], [-2.940, 3.323, -0.864], [-1.935, 1.346, -2.009]],
  "nbo_charge": [-0.6167, -0.0719, -0.2189, -0.1961, -0.0587, -0.3213, 0.4555, -0.5295, -0.5545, -0.1593, -0.2515, 0.2037, 0.2055, 0.2027, 0.1878, 0.2323, 0.2063, 0.1955, 0.1917, -0.2021, -0.1769, -0.3022, -0.2124, -0.2130, -0.2097, 2.1571, -0.8927, -0.9438, -0.8037, 0.0868, -0.1258, -0.1274, -0.2040, -0.1866, -0.2400, -0.1066, 2.1879, -0.9036, -0.8898, 0.2157, 0.2419, 0.2302, 0.2145, 0.2016, 0.2462, 0.2269, 0.2125, 0.2138, 0.2026]
}

{
  "formula": "C22H19AsBrMoN2O8STe4",
  "method": "the ωB97M-V functional and the def2-TZVPD basis",
  "multiplicity": 3,
  "e_lumo_ev": [1.2, 1.2],
  "total_charge": -1,
  "s2": 2.049,
  "gap_ha": [0.1838, 0.1826],
  "species": ["Mo", "O", "C", "C", "C", "C", "C", "C", "C", "O", "N", "N", "C", "C", "Br", "C", "C", "C", "C", "C", "C", "C", "H", "H", "H", "H", "H", "H", "H", "H", "H", "H", "H", "H", "H", "H", "O", "As", "O", "O", "C", "C", "C", "C", "C", "C", "S", "O", "O", "O", "H", "H", "H", "H", "H", "Te", "Te", "Te", "Te"],
  "coordinates": [[-0.547, 1.444, -0.647], [4.246, -0.044, 1.489], [4.205, 0.085, 0.130], [5.135, -0.648, -0.598], [5.160, -0.559, -1.979], [4.271, 0.277, -2.643], [3.338, 0.999, -1.915], [3.281, 0.896, -0.533], [2.163, 1.567, 0.237], [1.191, 2.159, -0.556], [1.540, 0.572, 1.153], [0.164, 0.872, 1.213], [-0.570, 0.280, 2.151], [-1.945, 0.561, 2.240], [-2.414, 1.689, 0.744], [-2.847, 0.339, 3.240], [-2.514, -0.039, 4.606], [-3.463, -0.711, 5.389], [-3.184, -1.084, 6.693], [-1.953, -0.786, 7.262], [-1.014, -0.087, 6.513], [-1.289, 0.284, 5.208], [3.491, 0.410, 1.888], [5.818, -1.292, -0.059], [5.873, -1.151, -2.540], [4.300, 0.362, -3.721], [2.629, 1.646, -2.415], [2.565, 2.367, 0.877], [1.675, -0.381, 0.822], [-0.111, -0.464, 2.791], [-3.900, 0.461, 3.011], [-4.428, -0.948, 4.955], [-3.935, -1.606, 7.273], [-1.734, -1.081, 8.280], [-0.064, 0.187, 6.956], [-0.564, 0.874, 4.663], [-1.716, 0.875, -4.960], [-1.034, 0.588, -3.343], [0.237, 1.672, -3.247], [-2.222, 1.027, -2.243], [-0.948, -1.323, -3.607], [-1.225, -1.885, -4.843], [-1.265, -3.270, -4.972], [-1.014, -4.095, -3.889], [-0.728, -3.543, -2.648], [-0.720, -2.169, -2.518], [-0.288, -1.393, -1.002], [0.272, -2.336, -0.075], [-1.486, -0.693, -0.495], [0.648, -0.328, -1.450], [-1.594, 1.724, -5.377], [-1.415, -1.245, -5.690], [-1.493, -3.700, -5.939], [-1.032, -5.170, -4.009], [-0.501, -4.148, -1.780], [-1.463, 3.524, -3.289], [-2.393, 8.462, -3.505], [-1.846, 6.112, -2.421], [-1.339, 3.865, -0.876]],
  "nbo_charge": [0.6126, -0.7000, 0.3755, -0.3038, -0.1947, -0.2511, -0.1471, -0.1692, 0.2392, -0.6704, -0.5211, -0.2422, -0.0344, -0.1101, 0.4489, -0.2750, -0.0753, -0.1921, -0.2117, -0.2294, -0.2256, -0.1545, 0.4931, 0.2128, 0.2026, 0.2087, 0.2571, 0.1633, 0.3901, 0.2237, 0.2183, 0.2072, 0.2076, 0.2077, 0.2097, 0.2070, -1.0574, 2.3937, -1.0962, -1.0760, -0.2810, -0.2075, -0.1993, -0.1988, -0.1743, -0.3603, 2.4091, -0.9543, -0.9316, -0.9509, 0.5056, 0.2532, 0.2145, 0.2150, 0.2428, 0.1519, -0.3179, -0.0292, 0.0713]
}

{
  "formula": "C22H19BiF5N5O8S",
  "method": "the ωB97M-V functional and the def2-TZVPD basis",
  "multiplicity": 1,
  "e_above_lowest_ev": 0.303,
  "e_lumo_ev": -0.4,
  "gap_ha": 0.2823,
  "species": ["Bi", "C", "C", "N", "C", "C", "N", "C", "O", "O", "C", "O", "O", "H", "H", "H", "H", "H", "N", "C", "C", "C", "O", "O", "H", "H", "H", "H", "H", "H", "F", "C", "C", "F", "C", "F", "C", "S", "C", "F", "C", "F", "O", "C", "N", "C", "O", "C", "C", "C", "C", "N", "C", "H", "H", "H", "H", "H", "H", "H", "H"],
  "coordinates": [[-0.604, 0.063, 1.039], [-2.666, -3.389, -0.938], [-1.305, -3.507, -0.352], [-0.644, -2.551, 0.263], [0.574, -3.080, 0.620], [0.640, -4.389, 0.222], [-0.560, -4.635, -0.391], [1.631, -5.497, 0.299], [2.770, -5.242, 0.901], [1.346, -6.568, -0.183], [1.630, -2.232, 1.238], [2.711, -2.730, 1.550], [1.366, -0.976, 1.351], [-3.125, -2.459, -0.609], [-3.301, -4.219, -0.627], [-2.621, -3.386, -2.028], [-0.792, -5.535, -0.786], [2.801, -4.294, 1.237], [1.057, 1.653, 1.607], [1.340, 1.799, 3.058], [0.066, 2.010, 3.878], [-0.654, 0.707, 4.208], [-0.945, 0.418, 5.342], [-0.910, -0.072, 3.175], [1.900, 1.348, 1.123], [0.734, 2.546, 1.219], [2.011, 2.650, 3.192], [1.866, 0.899, 3.375], [-0.614, 2.671, 3.329], [0.311, 2.496, 4.820], [-7.202, 3.523, 0.669], [-5.894, 3.337, 0.515], [-4.992, 4.012, 1.321], [-5.442, 4.852, 2.251], [-3.634, 3.809, 1.156], [-2.807, 4.473, 1.965], [-3.121, 2.949, 0.189], [-1.399, 2.733, -0.053], [-4.060, 2.280, -0.593], [-3.653, 1.405, -1.532], [-5.422, 2.462, -0.446], [-6.281, 1.797, -1.223], [4.202, 0.974, -0.233], [4.467, 1.366, -1.566], [4.633, 0.283, -2.498], [3.667, -0.337, -3.242], [3.938, -1.092, -4.150], [2.240, -0.024, -2.904], [1.324, 0.202, -3.925], [-0.007, 0.422, -3.599], [-0.364, 0.393, -2.264], [0.512, 0.159, -1.292], [1.784, -0.057, -1.598], [4.977, 0.542, 0.143], [5.367, 1.981, -1.615], [3.615, 1.976, -1.862], [5.567, -0.025, -2.724], [1.663, 0.201, -4.952], [-0.753, 0.615, -4.356], [-1.386, 0.551, -1.947], [2.450, -0.264, -0.769]],
  "nbo_charge": [1.9755, -0.6600, 0.4020, -0.5206, -0.0162, 0.0192, -0.4777, 0.7649, -0.6584, -0.5947, 0.8031, -0.6471, -0.8408, 0.2431, 0.2390, 0.2384, 0.4504, 0.5129, -0.8767, -0.2201, -0.5435, 0.7986, -0.5877, -0.9005, 0.4215, 0.4221, 0.2034, 0.2235, 0.2362, 0.2456, -0.2846, 0.2574, 0.3072, -0.2931, 0.3120, -0.2963, -0.2745, -0.4477, 0.3103, -0.3161, 0.2673, -0.2902, -0.7326, 0.0775, -0.6380, 0.6675, -0.5766, -0.1906, -0.0928, -0.2526, 0.0757, -0.5199, 0.0558, 0.4836, 0.1821, 0.1901, 0.4116, 0.2407, 0.2371, 0.2298, 0.2442]
}